1.
ORCA calculation (wB97M-V/def2-TZVPD) on C4H12N4O2 in the gas phase in a non-equilibrium geometry.

Cartesian coordinates (Å):
C -0.71353 2.30094 -0.38372
C -1.11539 0.85257 -0.75685
C -0.42071 -0.27674 0.01904
C -1.10523 -1.60638 -0.22204
N -0.76334 -2.76938 0.66167
N 1.01364 -0.12501 -0.25609
N 1.49288 0.07930 -1.54306
O 2.67841 0.18545 -1.69790
N 1.89250 -0.24083 0.79454
O 1.81612 0.80424 1.74799
H -1.43756 3.00116 -0.10398
H -0.30752 2.70393 -1.23903
H 0.13092 2.13790 0.31572
H -0.88130 0.68687 -1.78745
H -2.16178 0.82447 -0.70216
H -0.50459 -0.00022 1.13492
H -0.94529 -1.84667 -1.27654
H -2.20974 -1.49250 -0.02768
H -1.28965 -2.75764 1.62091
H 0.25287 -2.56466 0.72243
H 2.84322 -0.36146 0.31516
H 1.73506 0.46467 2.66415

Energy above the lowest of the compared OMol25 structures with the same formula, charge and spin ... 152.2 kcal/mol
LUMO level ... 0.544 eV
SMILES ... CC[C@@H](CN)N(N=O)NO
E_HOMO ... -8.98 eV

***

2.
ORCA calculation (wB97M-V/def2-TZVPD) on C4H6FN3 as an isolated structure in a non-equilibrium geometry.

Cartesian coordinates (Å):
C 0.24555 -2.94368 -0.51088
C -0.34934 -1.80706 -1.02965
C 0.06009 1.40426 0.88385
C -1.32106 0.22520 0.15706
N 0.37696 -2.84612 0.79426
N -0.28933 -1.75629 1.12488
N -0.74523 -1.10475 0.05434
F -1.55867 0.56018 -1.14132
H 0.74887 -3.85228 -1.06889
H -0.65644 -1.72423 -2.06711
H 0.55320 1.31935 -0.04857
H -0.32798 2.36339 1.08541
H 0.30857 0.71564 1.66788
H -2.24338 0.22428 0.81076

Energy above the lowest of the compared OMol25 structures with the same formula, charge and spin ... 65.6 kcal/mol
LUMO level ... 0.972 eV
E_HOMO ... -9.69 eV

***

3.
ORCA calculation (wB97M-V/def2-TZVPD) on C5H7CdO5 as an isolated structure in a non-equilibrium geometry.

Cartesian coordinates (Å):
O 1.28045 -2.72063 -2.71561
C 1.59258 -1.56689 -2.85435
O 2.57750 -0.90793 -3.06271
O -0.99856 -0.23315 -3.05072
C 0.01691 -0.41991 -2.39573
O -0.03547 0.29822 -1.20017
C 0.84864 -0.01947 -0.11917
C 0.34462 0.56726 1.17278
O -1.03197 0.26472 1.29925
C -1.56851 0.58516 2.57054
Cd -2.00943 1.06387 -1.11386
H 1.82966 0.40256 -0.36883
H 0.89662 -1.11130 -0.02907
H 0.48226 1.66161 1.18410
H 0.91975 0.12993 2.00566
H -2.65206 0.43460 2.50808
H -1.11476 -0.06552 3.33452
H -1.37823 1.63687 2.83530

Spin multiplicity ... 2
Energy above the lowest of the compared OMol25 structures with the same formula, charge and spin ... 0.0 kcal/mol
LUMO level (alpha / beta) ... 0.045 / -2.309 eV
E_HOMO (alpha / beta) ... -8.21 / -8.91 eV

***

4.
ORCA calculation (wB97M-V/def2-TZVPD) on C5H11N3 in the gas phase in a non-equilibrium geometry.

Cartesian coordinates (Å):
N -2.34686 -1.25094 -0.86013
C -0.91833 -1.30200 -1.58325
C 0.03449 -0.24880 -1.27711
N 0.53872 -0.15618 0.06684
C 1.32717 1.07664 0.29966
C 1.16393 1.52748 1.66217
C 0.20701 0.45382 2.10771
N -0.15510 -0.49645 1.29893
H -2.45387 -2.42588 -0.73732
H -1.98141 -1.06599 0.04676
H -1.09341 -1.74306 -2.65005
H -0.55489 -2.19581 -1.38320
H 0.92324 -0.48686 -1.84393
H -0.56333 0.80495 -1.42504
H 0.67865 1.72393 -0.16423
H 2.25235 0.80225 -0.35718
H 0.87537 2.74448 1.44009
H 2.27255 1.40508 2.29719
H -0.20626 0.83336 3.06210

Energy above the lowest of the compared OMol25 structures with the same formula, charge and spin ... 151.7 kcal/mol
LUMO level ... 0.779 eV
SMILES ... NCCN1CCC=N1
E_HOMO ... -7.98 eV

***

5.
ORCA calculation (wB97M-V/def2-TZVPD) on C47H34As2N8O7S4W as an isolated structure in a non-equilibrium geometry.

Cartesian coordinates (Å):
W -0.22296 -0.31852 -0.56757
S 2.18192 0.33255 -0.32337
C 3.10274 -1.13422 -0.65963
C 4.44230 -1.00660 -1.00105
C 5.21230 -2.12521 -1.29778
C 6.61061 -1.95865 -1.62447
N 7.72387 -1.80631 -1.86634
C 4.62617 -3.39042 -1.26078
C 3.28843 -3.51975 -0.90810
C 2.52281 -2.40097 -0.59328
S 0.86211 -2.59988 -0.09699
C 5.39561 -4.57082 -1.58412
N 5.99979 -5.51224 -1.84813
H 4.89390 -0.02259 -1.04047
H 2.83814 -4.50346 -0.87877
N -4.31757 1.06470 0.51052
C -3.97317 1.43405 -0.77470
N -2.79553 1.29366 -1.27506
C -2.70424 1.86263 -2.52377
C -3.83871 2.46262 -2.96118
S -5.09254 2.25781 -1.81026
C -1.44948 1.81708 -3.32428
C -1.46034 2.06605 -4.65025
S 0.11787 1.96868 -5.30888
C 0.71628 1.57566 -3.73652
N -0.18722 1.52557 -2.79621
N 2.05966 1.44019 -3.54023
H -3.94207 0.17693 0.82228
H -5.29938 1.14693 0.72124
H -4.01281 3.02874 -3.86235
H -2.30684 2.27269 -5.28391
H 2.61019 1.27793 -4.36742
H 2.31875 0.85346 -2.75601
O -3.79280 -2.19933 0.34961
C -2.70768 -2.01812 -0.14477
O -1.86476 -1.10887 0.30370
C -2.19386 -2.85490 -1.29474
C -2.40275 -4.20471 -1.42372
C -1.68789 -4.89965 -2.39281
C -0.70627 -4.31258 -3.15433
C -0.47503 -2.96695 -2.98552
C -1.32031 -2.21857 -2.16843
O -1.21127 -0.91603 -2.08319
N 0.78047 -2.37959 -3.49554
O 1.16343 -1.35095 -2.98090
O 1.38231 -3.00768 -4.34247
N -1.91147 -6.35865 -2.54401
O -1.35187 -6.91588 -3.46313
O -2.63932 -6.89602 -1.73836
H -3.07732 -4.73087 -0.75985
H -0.09419 -4.90676 -3.81962
C 0.00835 1.21718 2.94416
C -1.06282 1.99087 2.18639
As -0.57741 2.14494 0.29766
C -1.81668 3.59168 -0.14373
C -1.46614 4.48005 -1.15481
C -2.35727 5.45834 -1.57071
C -3.60831 5.55346 -0.97889
C -3.95412 4.67575 0.03878
C -3.06509 3.68961 0.44730
C 0.95489 3.33726 0.43446
C 1.11599 4.16068 1.54130
C 2.15443 5.07849 1.58675
C 3.04340 5.18108 0.52378
C 2.87253 4.37779 -0.59470
C 1.82322 3.46755 -0.64325
As 0.24015 -0.52339 2.10680
C -1.09884 -1.57836 3.04248
C -1.95289 -1.00216 3.97060
C -2.97761 -1.74721 4.54569
C -3.16449 -3.07061 4.18623
C -2.30935 -3.65661 3.26064
C -1.28330 -2.91632 2.69453
C 1.83961 -1.06685 3.05556
C 1.79400 -2.08862 3.99382
C 2.94842 -2.46106 4.67078
C 4.15092 -1.82245 4.41039
C 4.19993 -0.80419 3.46870
C 3.04884 -0.42836 2.78998
H -0.21789 1.09108 3.99784
H 0.97141 1.72046 2.86765
H -1.22930 2.98898 2.57506
H -2.01140 1.45191 2.21046
H -0.48653 4.41899 -1.61058
H -2.07195 6.14938 -2.35552
H -4.31411 6.30339 -1.31519
H -4.92506 4.74753 0.51504
H -3.36136 3.00374 1.22968
H 0.43303 4.09808 2.37762
H 2.26510 5.72255 2.45188
H 3.86285 5.88799 0.56754
H 3.55315 4.45375 -1.43429
H 1.68587 2.87009 -1.53110
H -1.83559 0.03168 4.26119
H -3.63395 -1.28176 5.27078
H -3.97666 -3.64339 4.61687
H -2.44953 -4.68974 2.96698
H -0.62061 -3.38847 1.98119
H 0.86557 -2.59768 4.20071
H 2.90423 -3.25698 5.40358
H 5.04943 -2.11891 4.93783
H 5.13616 -0.30189 3.25731
H 3.09672 0.35844 2.05270

Spin multiplicity ... 3
Energy above the lowest of the compared OMol25 structures with the same formula, charge and spin ... 23.0 kcal/mol
LUMO level (alpha / beta) ... -0.833 / -0.841 eV
E_HOMO (alpha / beta) ... -7.38 / -7.98 eV

***

6.
ORCA calculation (wB97M-V/def2-TZVPD) on C49H49I3N6O6P2PbS2Se as an isolated structure.

Cartesian coordinates (Å):
Pb -1.65811 0.64835 -0.46657
O -4.71509 -0.56924 3.61851
C -3.54349 -0.29938 3.00174
O -3.58718 0.13454 1.71058
C -2.58891 -1.52961 3.12569
P -1.04347 -1.46621 2.10402
C -0.72253 -3.22550 1.66006
C 0.39570 -3.43981 0.84799
C 0.75193 -4.71976 0.45348
C -0.01181 -5.81202 0.85282
C -1.12594 -5.60846 1.65281
C -1.47426 -4.32372 2.05846
C 0.27181 -1.39403 3.43294
C 0.74149 -2.51230 4.13304
C 1.73303 -2.38671 5.09606
C 2.26954 -1.13837 5.39424
C 1.82938 -0.02382 4.69683
C 0.85720 -0.16093 3.70964
H -3.22099 -2.33203 2.74687
H -2.36828 -1.70214 4.17887
H 0.97432 -2.58355 0.50861
H 1.62004 -4.86538 -0.17926
H 0.25201 -6.81107 0.52671
H -1.72930 -6.45196 1.96834
H -2.34912 -4.19275 2.68182
H 0.33948 -3.49395 3.91717
H 2.09890 -3.26990 5.60789
H 3.03695 -1.04124 6.15421
H 2.26240 0.95241 4.88245
H 0.57186 0.69462 3.11635
N -0.36139 2.96929 -0.20783
C 0.01941 3.99087 -1.10063
C 0.14867 5.28140 -0.58261
C 0.66311 6.32047 -1.32701
C 1.09940 6.05164 -2.61645
C 0.90879 4.78858 -3.14974
C 0.30591 3.72672 -2.45542
C -0.00050 2.42722 -3.19113
C 0.29414 2.40496 -4.56869
C 0.11119 1.28382 -5.35925
C -0.39719 0.12740 -4.78927
C -0.76687 0.15944 -3.45377
C -0.60769 1.28162 -2.61779
H 0.39899 2.28792 -0.12107
H -0.56129 3.34667 0.71069
H -0.13748 5.44561 0.45133
H 0.75170 7.31164 -0.89895
H 1.57682 6.81944 -3.21335
H 1.26067 4.63722 -4.15721
H 0.67171 3.28275 -5.07228
H 0.36584 1.32377 -6.41256
H -0.52270 -0.77775 -5.37551
H -1.20791 -0.74093 -3.03511
I -4.03265 2.14251 1.08533
I -4.57875 4.79646 -0.09593
N -3.51689 2.29985 -3.30245
C -4.09356 1.08750 -3.13834
C -5.01576 0.59865 -4.08534
C -5.65366 -0.59069 -3.83787
C -5.38945 -1.28561 -2.65836
C -4.44857 -0.75762 -1.80246
N -3.78732 0.38471 -2.03992
H -3.69781 2.84398 -4.12232
H -2.82371 2.62856 -2.65155
H -5.21125 1.17398 -4.98259
H -6.36842 -0.97868 -4.55482
H -5.88520 -2.21242 -2.40933
H -4.18685 -1.27839 -0.88804
Se -4.28261 0.70131 5.27569
N -3.48147 2.10510 6.06014
C -2.52027 2.58415 5.29591
C -1.71564 3.73876 5.55946
C -0.78097 4.07671 4.64847
C -0.62572 3.29012 3.44903
N -1.32593 2.23974 3.15061
C -2.26193 1.87279 4.07194
N -3.05948 0.83419 3.96360
H -1.86362 4.28777 6.48082
H -0.13705 4.93379 4.79529
H 0.15645 3.55254 2.73912
C 6.13875 -0.26051 2.00064
C 4.63088 -0.12201 1.94752
C 3.92880 -1.46845 1.94747
O 4.34715 0.62209 0.74755
P 2.97477 1.47185 0.58532
S 2.68403 2.63770 2.14186
S 1.52804 0.24798 0.03295
O 3.37663 2.43201 -0.63146
C 4.03391 2.14257 -1.88057
C 3.58720 0.84526 -2.53349
C 5.53841 2.19988 -1.68044
H 6.43189 -0.82812 2.88690
H 6.61313 0.72176 2.03401
H 6.49443 -0.78893 1.11197
H 4.28556 0.46464 2.80222
H 4.14263 -2.00642 1.01950
H 2.84879 -1.34544 2.02816
H 4.27045 -2.06425 2.79788
H 3.72718 2.97418 -2.51678
H 3.84795 -0.01158 -1.90991
H 4.08934 0.75000 -3.50066
H 2.50838 0.83348 -2.69093
H 5.86945 1.35891 -1.07042
H 5.81638 3.12536 -1.17294
H 6.04103 2.16110 -2.65072
I 0.95435 -6.80681 -5.24373
C -0.05116 -5.53663 -3.91096
C -1.26599 -5.94513 -3.38062
C -1.92371 -5.09672 -2.49672
C -1.38162 -3.86529 -2.15523
C -0.15937 -3.48291 -2.69544
C 0.51825 -4.31611 -3.57931
C -2.13527 -2.94257 -1.20443
O -3.14990 -3.38516 -0.65661
O -1.62304 -1.78993 -1.07260
H -1.69143 -6.90221 -3.65102
H -2.86761 -5.37839 -2.04686
H 0.26022 -2.52587 -2.40710
H 1.46828 -4.01500 -3.99986

Energy above the lowest of the compared OMol25 structures with the same formula, charge and spin ... 7.1 kcal/mol
LUMO level ... 2.665 eV
E_HOMO ... -2.70 eV
Charge ... -2

***

7.
ORCA calculation (wB97M-V/def2-TZVPD) on C4H4LiO2Yb as an isolated structure in a non-equilibrium geometry.

Cartesian coordinates (Å):
O -1.37827 -0.09045 -1.81610
C -0.77739 -0.25280 -0.66150
C -1.41249 0.23707 0.48496
H -0.77368 0.18227 -2.52056
H -1.25862 -0.37940 1.38173
H -2.42477 0.62468 0.34223
C 0.67438 -0.90866 -0.67062
C 1.58448 -0.45962 0.19603
O 1.62210 0.40832 1.12912
Yb 0.03777 1.91963 1.43630
H 0.91279 -1.56666 -1.50457
Li 3.19369 0.28563 2.20299

Spin multiplicity ... 3
LUMO level (alpha / beta) ... -13.048 / -16.329 eV
E_HOMO (alpha / beta) ... -22.36 / -22.50 eV
Charge ... +3

***

8.
ORCA calculation (wB97M-V/def2-TZVPD) on C23H42BrCl5F9LiN3O14P2SV as an isolated structure in a non-equilibrium geometry.

Cartesian coordinates (Å):
C 1.74292 6.09651 0.94355
C 2.15312 4.85835 1.19970
P 2.13945 4.35621 2.94672
C 1.36316 2.65482 2.96959
C 2.26837 1.45916 3.28945
O 2.29406 0.57467 2.13690
C 3.46277 0.60734 1.49551
O 3.52537 0.67691 0.29329
P 4.25313 4.40925 3.45901
O 5.23860 3.61955 2.34186
O 4.46409 3.77531 4.96992
H 2.16280 6.67359 0.12519
H 0.99260 6.52823 1.59298
H 2.46037 4.13916 0.44395
H 0.49852 2.63769 3.64000
H 0.94693 2.47318 1.97411
H 1.78897 0.88369 4.08188
H 3.26407 1.71054 3.66171
H 4.39371 0.60780 2.09018
H 5.09964 2.66448 2.41538
H 3.73210 3.21358 5.25816
O -1.66666 6.05501 -2.44449
V -1.32712 5.62738 -0.83522
O -0.99920 5.19480 0.79060
C 0.61553 1.09152 -1.33947
O -0.72502 1.40838 -1.00535
C -1.69794 0.85374 -1.88195
C -2.48603 -0.23356 -1.18762
N -1.65512 -1.41661 -0.94593
C -2.23666 -2.37265 -0.06628
C -2.52391 -1.95083 1.38951
O -1.37856 -1.71243 2.16391
C -0.80112 -0.42056 2.02157
H 1.26579 1.71466 -0.72854
H 0.85044 0.04369 -1.12178
H 0.82085 1.30016 -2.39339
H -1.25035 0.49566 -2.81342
H -2.38853 1.65999 -2.13050
H -3.34207 -0.51035 -1.80839
H -2.86527 0.18456 -0.24870
H -0.76486 -1.12930 -0.55780
H -1.50306 -3.27529 -0.04220
H -3.16273 -2.72475 -0.52670
H -3.03204 -2.78497 1.86966
H -3.21570 -1.10189 1.43588
H -1.55258 0.34872 1.82935
H -0.04413 -0.41558 1.23316
H -0.29366 -0.18140 2.95531
C 0.40750 3.76408 7.99502
S -0.51589 3.24939 6.54298
O 0.47104 2.69634 5.56699
C -0.93364 4.90052 5.97691
H 0.80068 2.87302 8.48034
H 1.23129 4.41317 7.69664
H -0.25862 4.28731 8.68038
H -0.02172 5.47341 5.80706
H -1.55827 5.39033 6.72381
H -1.48554 4.81011 5.04286
C -6.93182 -7.78924 0.09976
C -7.60756 -7.71452 -1.28482
C -6.70322 -7.47015 -2.49615
F -6.07922 -6.27972 -2.42301
F -7.45396 -7.45727 -3.62147
F -8.59493 -6.79504 -1.24582
F -8.20691 -8.92137 -1.48660
O -6.98323 -6.62361 0.91730
C -6.01634 -5.64700 0.80852
C -6.62116 -4.30205 0.39473
F -7.20748 -4.38990 -0.81061
F -5.64653 -3.36207 0.30758
F -5.01937 -6.04016 -0.01005
F -5.47106 -5.50922 2.03679
H -7.50952 -8.52332 0.65953
H -5.92476 -8.20098 0.04385
H -5.95392 -8.26075 -2.59257
H -7.36549 -3.97632 1.12358
C 5.42144 1.50266 -3.74929
O 5.50950 1.49449 -4.94899
N 5.09226 0.45159 -2.96044
N 5.67933 2.69110 -3.05606
H 5.03141 0.51247 -1.95859
H 4.89572 -0.42342 -3.41099
H 5.92257 3.45705 -3.64897
H 5.63128 2.79367 -2.05623
Br -2.64636 -4.80356 0.18874
C -5.70815 2.45404 -2.37103
Cl -6.23529 0.83887 -1.86926
Cl -4.35380 2.96763 -1.36049
Cl -5.19460 2.40715 -4.05897
Cl -7.04548 3.59154 -2.19039
C 7.51278 -1.29164 -5.93241
C 7.90222 -2.63376 -6.49545
O 8.30925 -3.34985 -5.33672
C 7.60064 -2.83507 -4.29164
O 7.48928 -3.35796 -3.23340
O 7.03459 -1.65158 -4.62369
F 8.95359 -2.53645 -7.34433
H 8.36356 -0.61812 -5.83688
H 6.73885 -0.79215 -6.50940
H 7.09083 -3.17283 -6.98781
Li 6.43551 5.16390 -2.99163
Cl 6.84366 2.17716 -6.83943

LUMO level ... -5.058 eV
E_HOMO ... -6.25 eV